*i*
Below is a structure of composition C2H5N3O, with properties calculated with ωB97M-V/def2-TZVPD.

Total charge   0
HOMO-LUMO gap   9.79 eV

Geometry (Å):
C 0.06882 -0.33048 0.44489
C 0.27480 1.62002 -1.05297
H -1.75950 -1.48901 0.40790
H -0.22152 -2.24508 1.28821
H 1.38500 -0.61580 1.81190
H -0.79246 -0.28073 -1.65725
H 0.85284 2.19345 -0.08675
N -0.84378 -1.25303 0.86243
N 1.22035 -0.08946 0.92285
N -0.36365 0.45268 -0.66116
O 0.17908 2.03744 -2.28006

---

*ii*
Below is an isolated molecule of C2H5N3O, with properties calculated with ωB97M-V/def2-TZVPD.

Total charge   0
HOMO-LUMO gap   10.32 eV
SMILES   [H]/N=C(N)\C=N/O

Geometry (Å):
H 0.42267 1.74890 0.91480
N 1.16407 1.26333 0.29759
C 0.84324 0.01917 0.19024
N 1.77762 -0.66884 -0.42995
C -0.40518 -0.67436 0.60976
N -1.63339 -0.59407 0.10658
O -1.87445 0.52784 -0.50743
H 2.47667 -0.03727 -0.90484
H 1.62156 -1.46827 -1.00211
H -0.22112 -1.65353 1.15571
H -1.09060 1.11575 -0.72366

---

*iii*
Below is an isolated molecule of C2H5N3O, with properties calculated with ωB97M-V/def2-TZVPD.

Total charge   0
HOMO-LUMO gap   10.41 eV
SMILES   [H]/N=C\NC(N)=O

Geometry (Å):
H 3.06077 0.76797 0.70193
N 2.73432 0.05338 0.08237
C 1.50167 -0.05816 -0.17294
N 0.23204 0.47591 0.14699
C -0.82549 -0.43354 -0.07354
N -2.11074 0.01787 0.13891
O -0.61020 -1.60639 -0.31787
H 1.22538 -0.89741 -0.80347
H 0.00008 1.40720 0.43435
H -2.79033 -0.68792 -0.11738
H -2.41749 0.96108 -0.01937

---

Top of the stability list: *iii*, leading by 56.5 kcal/mol.